Formula: C18H34BrNO8S
Source: the OMol25 dataset
Level of theory: wB97M-V/def2-TZVPD

Structure (ORCA input):
```
! RIJCOSX wB97M-V def2-TZVPD def2/J DEFGRID3
* xyz 0 1
H -8.015 2.178 -0.839
N -7.118 2.384 -0.377
C -6.153 2.006 -1.150
C -4.630 2.179 -0.745
C -4.123 3.471 -1.504
O -4.605 4.548 -0.641
S -3.307 5.154 0.223
O -3.085 4.554 1.571
O -3.104 6.625 0.150
O -2.064 4.430 -0.671
C -2.576 3.681 -1.758
Br -2.597 5.060 -3.254
O -1.821 2.663 -2.335
C -0.654 2.319 -1.557
C -1.009 1.382 -0.312
H -6.438 1.577 -2.153
H -4.640 2.284 0.377
H -4.085 1.253 -1.066
H -4.586 3.526 -2.527
H 0.003 3.183 -1.279
H -0.023 1.661 -2.228
H -1.454 0.441 -0.792
H -1.724 1.865 0.405
H -0.038 1.048 0.171
C 2.182 1.480 4.026
C 3.400 0.713 3.552
C 2.900 0.096 2.261
O 1.923 0.998 1.720
C 1.593 1.975 2.718
H 2.414 2.289 4.720
H 1.482 0.798 4.517
H 4.218 1.408 3.342
H 3.759 -0.028 4.267
H 2.405 -0.865 2.444
H 3.698 -0.058 1.533
H 2.041 2.928 2.416
H 0.509 2.099 2.766
C 6.019 -4.036 0.686
C 5.547 -4.406 2.077
C 5.872 -3.149 2.863
O 5.760 -2.049 1.949
C 5.663 -2.563 0.614
H 5.554 -4.625 -0.107
H 7.103 -4.163 0.615
H 4.466 -4.573 2.070
H 6.027 -5.297 2.483
H 6.900 -3.170 3.240
H 5.195 -2.994 3.706
H 4.631 -2.420 0.273
H 6.328 -2.001 -0.044
C -2.675 -3.901 -2.859
C -2.384 -2.966 -4.015
C -2.297 -1.621 -3.318
O -1.809 -1.872 -1.993
C -1.854 -3.283 -1.742
H -2.410 -4.940 -3.056
H -3.739 -3.861 -2.607
H -1.418 -3.219 -4.462
H -3.140 -2.990 -4.801
H -3.285 -1.154 -3.230
H -1.628 -0.926 -3.829
H -0.825 -3.659 -1.751
H -2.282 -3.466 -0.755
*
```

Properties
SMILES: [H]/N=C/C[C@H]1OS(=O)(=O)O[C@@]1(Br)OCC.C1CCOC1.C1CCOC1.C1CCOC1
Energy (a.u.): -4334.97034
HOMO-LUMO gap (eV): 9.954
LUMO (eV): 0.51

Mulliken population analysis, charges in e, atoms 1 to 8:
1. H 0.270
2. N -0.614
3. C -0.153
4. C -0.198
5. C -0.087
6. O -0.328
7. S 1.116
8. O -0.536



Formula: C18H34HgN5O3
Source: the OMol25 dataset
Level of theory: wB97M-V/def2-TZVPD

Structure (ORCA input):
```
! RIJCOSX wB97M-V def2-TZVPD def2/J DEFGRID3
* xyz 0 2
Hg 1.050 -0.751 -0.378
C 4.368 0.238 -0.137
N 3.829 -1.099 0.102
C 4.289 -2.023 -0.926
C 4.145 -1.588 1.435
C 3.282 -0.958 2.519
N 1.867 -1.252 2.370
C 1.549 -2.633 2.698
C 1.059 -0.338 3.169
H 5.468 0.235 -0.078
H 3.972 0.947 0.586
H 4.057 0.590 -1.116
H 5.379 -2.175 -0.884
H 4.038 -1.625 -1.908
H 3.799 -2.990 -0.807
H 5.198 -1.381 1.683
H 4.014 -2.671 1.446
H 3.403 0.126 2.490
H 3.657 -1.303 3.497
H 1.924 -2.912 3.695
H 1.982 -3.314 1.964
H 0.468 -2.766 2.683
H 1.255 -0.455 4.247
H 0.005 -0.527 2.976
H 1.283 0.690 2.884
C -4.724 -0.523 0.839
N -3.546 -0.569 -0.013
C -3.405 -1.804 -0.759
C -2.369 -0.016 0.504
N -1.332 -0.722 0.853
N -2.384 1.329 0.638
C -3.386 2.178 0.009
C -1.232 2.029 1.185
H -4.769 -1.392 1.508
H -5.625 -0.515 0.222
H -4.712 0.378 1.448
H -4.280 -1.920 -1.400
H -3.337 -2.695 -0.117
H -2.520 -1.749 -1.390
H -1.532 -1.714 0.826
H -3.910 1.628 -0.765
H -2.890 3.037 -0.440
H -4.108 2.545 0.746
H -0.602 1.324 1.714
H -1.571 2.806 1.872
H -0.649 2.498 0.389
O -1.406 3.730 -2.103
C -1.320 2.491 -2.616
C -2.411 1.973 -3.318
C -2.354 0.700 -3.856
C -1.203 -0.073 -3.722
C -0.119 0.449 -3.033
C -0.167 1.711 -2.446
C 0.990 2.251 -1.625
O 1.019 3.485 -1.433
O 1.832 1.420 -1.176
H -0.475 3.934 -1.783
H -3.293 2.592 -3.429
H -3.206 0.312 -4.402
H -1.150 -1.063 -4.158
H 0.808 -0.110 -2.978
*
```

Properties
Energy (a.u.): -1359.16323
HOMO-LUMO gap (alpha / beta) (eV): 7.678 / 6.711
LUMO (alpha / beta) (eV): 0.58 / -1.37

Mulliken population analysis, charges in e, atoms 1 to 8:
1. Hg 0.778
2. C -1.387
3. N 0.836
4. C -1.124
5. C -1.114
6. C -0.959
7. N 0.762
8. C -1.178